{"formula": "C4H7NO2", "method": "ωB97M-V with the def2-TZVPD basis set", "symbols": ["O", "O", "N", "C", "C", "C", "C", "H", "H", "H", "H", "H", "H", "H"], "positions_angstrom": [[-0.7378, -0.9254, -1.2936], [1.1670, -0.5009, 2.6534], [0.9565, -0.9353, 0.4018], [-1.2905, 0.3176, -1.3910], [0.4879, -1.1621, -0.7320], [0.3595, -0.3068, 1.5363], [-0.6482, 1.4648, -1.2383], [0.2113, 0.7758, 1.3462], [2.0837, -0.3978, 2.3756], [0.4034, 1.4951, -1.0068], [-0.6212, -0.7385, 1.7777], [1.1209, -1.7332, -1.4106], [-2.3351, 0.2465, -1.6573], [-1.1574, 2.4003, -1.3614]], "homo_lumo_gap_ev": 10.6, "lumo_energy_ev": 0.92, "molar_mass_da": 101.1, "charge": 0, "smiles": "C=CO/C=N\\CO"}